[1]
This record from the OMol25 dataset describes one molecule with the formula C20H22Cl2N6O3. The level of theory is ωB97M-V with the def2-TZVPD basis set.

Structure (XYZ):
```
53
Properties=species:S:1:pos:R:3:forces:R:3
C 0.715 0.091 3.040 0.0 0.0 0.1
C -0.042 0.190 1.765 0.0 -0.2 -0.2
N -0.957 1.133 1.619 0.0 0.5 0.6
N -1.528 0.961 0.431 0.4 -0.5 -0.1
C -2.547 1.867 -0.026 -0.3 0.3 -0.1
C -3.915 1.234 -0.004 -0.1 0.0 0.0
C -4.317 0.496 1.103 0.0 0.0 -0.1
C -5.564 -0.098 1.141 -0.1 0.0 0.0
C -6.420 0.052 0.061 0.2 0.1 -0.1
Cl -7.983 -0.688 0.099 -0.2 -0.1 0.0
C -6.039 0.788 -1.049 -0.1 -0.1 0.1
C -4.785 1.373 -1.077 0.1 0.0 0.2
C -1.017 -0.104 -0.223 0.3 -0.2 0.2
C -1.514 -0.554 -1.548 0.1 0.1 -0.1
C -0.024 -0.620 0.606 -0.5 0.5 -0.1
N 0.785 -1.694 0.194 -0.5 -0.1 -0.2
C 2.020 -2.069 0.581 0.1 -0.7 -0.2
O 2.626 -1.653 1.550 0.1 0.1 0.1
C 2.663 -3.068 -0.374 0.1 0.1 0.0
C 3.241 -2.329 -1.589 0.1 0.0 0.2
C 4.147 -1.164 -1.180 0.2 -0.5 -0.5
N 3.372 0.002 -0.824 -0.2 0.7 0.4
N 2.362 0.364 -1.584 -0.8 0.4 -0.7
C 1.852 1.463 -1.031 1.8 -1.1 0.8
N 0.741 2.110 -1.602 -0.9 0.4 -0.6
O 0.276 1.647 -2.628 0.1 0.0 -0.2
O 0.299 3.092 -1.038 0.1 0.1 0.1
C 2.577 1.806 0.130 0.0 -0.3 -0.4
Cl 2.309 3.104 1.192 0.1 0.0 0.2
C 3.564 0.835 0.226 -0.3 0.6 0.3
C 4.612 0.665 1.256 0.0 -0.1 0.0
H 0.194 -0.578 3.725 0.0 0.0 0.1
H 0.770 1.075 3.497 0.0 0.1 0.1
H 1.711 -0.304 2.870 0.0 0.1 0.1
H -2.515 2.720 0.658 0.1 -0.1 -0.2
H -2.300 2.218 -1.031 0.0 0.0 0.1
H -3.644 0.389 1.941 0.1 0.0 0.1
H -5.874 -0.671 2.000 -0.1 -0.1 0.1
H -6.715 0.898 -1.883 -0.1 0.0 -0.1
H -4.483 1.944 -1.942 0.1 0.1 -0.1
H -1.057 0.027 -2.352 -0.1 -0.1 0.0
H -1.280 -1.604 -1.712 -0.1 -0.1 0.0
H -2.593 -0.431 -1.606 -0.1 -0.1 0.0
H 0.450 -2.104 -0.667 0.2 -0.1 0.1
H 1.943 -3.818 -0.703 0.0 0.0 0.0
H 3.468 -3.570 0.165 -0.1 0.0 0.0
H 2.440 -1.926 -2.211 0.1 -0.1 -0.1
H 3.820 -3.032 -2.189 0.0 0.0 0.0
H 4.798 -0.897 -2.020 0.0 0.0 0.2
H 4.760 -1.439 -0.321 0.0 0.1 0.0
H 4.419 -0.246 1.821 0.1 0.0 0.0
H 4.576 1.512 1.934 0.1 0.1 0.0
H 5.603 0.606 0.808 0.1 0.0 0.0
```
Positions in Å, forces in eV/Å.

Calculated values
Frontier orbital gap (eV): 7.90
Structure (SMILES): Cc1nn(Cc2ccc(Cl)cc2)c(C)c1NC(=O)CCCn1nc([N+](=O)[O-])c(Cl)c1C
LUMO energy (eV): -0.3
Net charge: 0
Calculated total energy (eV): -61222.9792

Atom charges from the natural (NBO) analysis, given in e for atoms 1 to 4: atom 1 (C): -0.656, atom 2 (C): 0.123, atom 3 (N): -0.274, atom 4 (N): -0.159



[2]
This record from the OMol25 dataset describes one molecule with the formula C6H10O. The level of theory is ωB97M-V with the def2-TZVPD basis set.

Structure (XYZ):
```
17
Properties=species:S:1:pos:R:3:forces:R:3
C -2.002 -0.553 0.195 0.0 0.0 0.0
C -0.837 -0.014 -0.625 -0.1 -0.2 -0.1
O -0.569 1.337 -0.211 -0.1 0.1 0.0
C 0.746 1.444 0.315 0.2 0.1 0.3
C 1.492 -0.377 -1.483 0.0 -0.5 0.1
C 1.051 0.020 0.801 0.0 0.2 0.1
C 0.505 -0.736 -0.427 0.0 0.2 -0.2
H -2.848 0.136 0.120 0.1 -0.1 0.0
H -1.741 -0.641 1.256 0.0 0.0 -0.2
H -2.328 -1.536 -0.164 0.1 0.1 0.0
H -1.100 0.000 -1.688 0.1 0.0 0.1
H 1.433 1.808 -0.468 0.0 -0.2 0.2
H 0.751 2.172 1.126 -0.1 0.1 0.0
H 2.457 -0.781 -1.103 -0.1 -0.1 -0.2
H 0.428 -0.167 1.679 0.1 -0.1 0.0
H 2.085 -0.232 1.051 -0.1 0.3 -0.1
H 0.432 -1.828 -0.294 0.0 0.2 0.1
```
Positions in Å, forces in eV/Å.

Calculated values
Frontier orbital gap (spin up / spin down) (eV): 8.37 / 8.33
LUMO energy (spin up / spin down) (eV): -0.4 / -0.5
Energy relative to the best compared isomer or geometry (same formula, charge and spin) (kcal/mol): 95.62
Net charge: 0
Calculated total energy (eV): -8427.0939

Atom charges from the natural (NBO) analysis, given in e for atoms 1 to 4: atom 1 (C): -0.628, atom 2 (C): 0.093, atom 3 (O): -0.533, atom 4 (C): -0.076



[3]
This record from the OMol25 dataset describes one molecule with the formula C2H4FNOS. The level of theory is ωB97M-V with the def2-TZVPD basis set.

Structure (XYZ):
```
10
Properties=species:S:1:pos:R:3:forces:R:3
C 0.853 0.342 -0.341 -0.2 2.3 -1.4
C -1.122 -0.934 0.719 -1.3 0.4 0.3
N -0.443 0.050 -0.094 -2.3 2.2 -0.5
O 2.914 1.734 -1.270 1.9 0.1 -0.4
F -1.409 1.130 -0.425 2.0 -1.4 0.5
S 1.477 1.882 -1.138 -2.9 -3.2 2.0
H 1.521 -0.524 -0.176 -0.2 0.8 0.1
H -0.287 -1.562 0.751 0.9 -2.0 1.0
H -1.529 -0.648 1.758 1.1 0.2 -1.5
H -1.974 -1.471 0.216 1.0 0.8 0.0
```
Positions in Å, forces in eV/Å.

Calculated values
Frontier orbital gap (spin up / spin down) (eV): 7.79 / 7.79
LUMO energy (spin up / spin down) (eV): 0.0 / 0.0
Energy relative to the best compared isomer or geometry (same formula, charge and spin) (kcal/mol): 98.56
Net charge: 0
Calculated total energy (eV): -19224.3631

Atom charges from the natural (NBO) analysis, given in e for atoms 1 to 4: atom 1 (C): -0.232, atom 2 (C): -0.412, atom 3 (N): -0.013, atom 4 (O): -0.953



Q: Which F_max values were calculated for the entries above? A: 2.2 0.5 4.8, in eV/Å.